# 1
Density functional theory data (ωB97M-V with the def2-TZVPD basis set) for a single C3H4N2O molecule.

CARTESIAN COORDINATES (ANGSTROEM)
1 O -0.9839 1.7527 -0.1135
2 C -0.3900 0.5486 -0.3187
3 C 0.8954 0.2556 0.0282
4 N 0.9187 -1.0862 0.2886
5 N -0.2688 -1.6680 0.0405
6 C -1.0481 -0.7083 -0.4288
7 H -0.2990 2.3862 0.1333
8 H 1.7488 0.9107 0.1306
9 H 1.4542 -1.4417 1.0673
10 H -2.0273 -0.9496 -0.8275

The energy is -8201.9433 eV. As for the structure (SMILES): Oc1cn[nH]c1.

=====

# 2
Density functional theory data (ωB97M-V with the def2-TZVPD basis set) for a single C3H4N2O molecule.

CARTESIAN COORDINATES (ANGSTROEM)
1 O 0.8977 1.8423 0.7106
2 C 0.4155 0.7886 0.3606
3 C -0.3352 0.5665 -0.9415
4 N -0.7611 -0.8394 -1.0171
5 C -0.3390 -1.3444 0.0674
6 N 0.4091 -0.4062 1.0004
7 H -1.1995 1.2319 -0.9586
8 H 0.3176 0.8193 -1.7777
9 H -0.2884 -2.2457 0.6288
10 H 0.8834 -0.4129 1.9270

The energy is -8202.8885 eV. As for the structure (SMILES): O=C1CN=CN1.

=====

# 3
Density functional theory data (ωB97M-V with the def2-TZVPD basis set) for a single C3H4N2O molecule.

CARTESIAN COORDINATES (ANGSTROEM)
1 C 0.1208 -0.4960 -0.5377
2 C -0.4060 -0.8518 0.6908
3 C 0.0096 1.3454 0.6595
4 H -1.1873 -1.6781 0.5030
5 H 0.4752 -1.4376 1.1073
6 H 0.2498 2.4518 0.7998
7 H 0.6446 1.3452 -1.4148
8 N -0.5498 0.4915 1.4307
9 N 0.4676 0.8358 -0.5729
10 O 0.2559 -1.2448 -1.4845

The energy is -8202.6067 eV. As for the structure (SMILES): O=C1CN=CN1.

=====

# 4
Density functional theory data (ωB97M-V with the def2-TZVPD basis set) for a single C3H4N2O molecule.

CARTESIAN COORDINATES (ANGSTROEM)
1 O -0.6881 0.9539 -1.2159
2 C -0.0228 -0.3530 -0.8952
3 C 0.8743 0.2983 -0.0360
4 N 0.5558 0.0412 1.2152
5 N -0.4793 -0.8741 1.3026
6 C -0.8155 -1.1122 0.0619
7 H -0.2288 1.3571 -1.9525
8 H 1.6226 1.0153 -0.3465
9 H 0.7124 0.6655 1.9911
10 H -1.5778 -1.8667 -0.1178

The energy is -8199.3500 eV. As for the structure (SMILES): Oc1cn[nH]c1.

=====

# 5
Density functional theory data (ωB97M-V with the def2-TZVPD basis set) for a molecular structure, C3H4N2O.

CARTESIAN COORDINATES (ANGSTROEM)
1 N -1.5283 1.6342 0.7571
2 C -0.7946 0.6605 0.4089
3 O -0.7798 -0.5704 0.5436
4 C 0.7572 -1.5296 -0.2972
5 C 1.3863 -0.4468 -0.8274
6 N 1.3573 0.7497 -0.9538
7 H -1.1694 2.5263 0.4296
8 H 0.2686 1.0114 -0.3024
9 H 0.1714 -2.1723 -0.9466
10 H 1.1508 -1.9731 0.6120

The energy is -8199.2805 eV.

=====

# 6
Density functional theory data (ωB97M-V with the def2-TZVPD basis set) for 2 unconnected molecules or ions with the total composition C3H4N2O.

CARTESIAN COORDINATES (ANGSTROEM)
1 O 2.5166 0.9846 1.4514
2 C 1.8732 0.4932 0.4185
3 C 1.2767 0.0036 -0.5052
4 C -1.9138 -1.4116 -1.1294
5 N -1.8021 -0.6624 -0.2015
6 N -1.7624 0.2422 0.6355
7 H 2.8758 1.8542 1.2238
8 H 0.7370 -0.4235 -1.3225
9 H -2.0735 -2.4795 -1.0858
10 H -0.7778 0.3852 0.8898

The energy is -8197.7993 eV.

=====

# 7
Density functional theory data (ωB97M-V with the def2-TZVPD basis set) for a single C3H4N2O molecule.

CARTESIAN COORDINATES (ANGSTROEM)
1 N 1.6582 -0.0537 -0.6710
2 C 1.2391 -0.3725 0.4740
3 O 0.0058 -0.0682 0.9287
4 C -0.8592 0.6101 0.0260
5 C -2.0002 -0.2615 -0.2880
6 N -2.8856 -0.9580 -0.5433
7 H 2.6129 -0.3724 -0.8046
8 H 1.7746 -0.9134 1.2575
9 H -0.3324 0.8686 -0.8956
10 H -1.2132 1.5211 0.5164

The energy is -8202.3941 eV. As for the structure (SMILES): [H]/N=C/OCC#N.

=====

# 8
Density functional theory data (ωB97M-V with the def2-TZVPD basis set) for a single C3H4N2O molecule.

CARTESIAN COORDINATES (ANGSTROEM)
1 N 1.6204 0.0822 -0.4427
2 C 0.2252 0.0385 -0.1824
3 C -0.6513 -0.9993 -0.1038
4 O -1.8893 -0.5378 0.1251
5 N -1.8578 0.8319 0.2207
6 C -0.6127 1.1744 0.0316
7 H 2.1613 -0.1638 0.3794
8 H 1.8738 -0.5673 -1.1769
9 H -0.5457 -2.0770 -0.1974
10 H -0.3280 2.2217 0.0508

The energy is -8201.7239 eV. As for the structure (SMILES): Nc1cnoc1.

=====

# 9
Density functional theory data (ωB97M-V with the def2-TZVPD basis set) for a molecular structure, C3H4N2O.

CARTESIAN COORDINATES (ANGSTROEM)
1 O 0.7964 1.4106 -1.2432
2 C 0.1478 0.5271 -0.4448
3 C 0.3419 -0.8647 -0.3535
4 C -0.2800 -1.1914 0.8341
5 N -0.8357 -0.1182 1.4404
6 N -0.5665 0.9612 0.7229
7 H 1.0051 2.1915 -0.7117
8 H 0.8681 -1.4935 -1.0561
9 H -0.3808 -2.1701 1.2885
10 H -1.0963 0.7474 -0.4765

The energy is -8200.3649 eV.

=====

# 10
Density functional theory data (ωB97M-V with the def2-TZVPD basis set) for a single C3H4N2O molecule.

CARTESIAN COORDINATES (ANGSTROEM)
1 O -0.3567 1.0214 -2.0241
2 C -0.2153 0.5460 -0.7638
3 N -1.0471 0.8934 0.1965
4 N -0.5146 0.3114 1.2916
5 C 0.6216 -0.3717 1.0402
6 C 0.8404 -0.2756 -0.3121
7 H 0.5468 1.0655 -2.3600
8 H -0.9685 0.4456 2.1790
9 H 1.2013 -0.8378 1.8230
10 H 1.5972 -0.7569 -0.9149

The energy is -8202.7661 eV. As for the structure (SMILES): Oc1cc[nH]n1.

=====

# 11
Density functional theory data (ωB97M-V with the def2-TZVPD basis set) for a single C3H4N2O molecule.

CARTESIAN COORDINATES (ANGSTROEM)
1 O 2.3147 0.1231 -0.8707
2 C 0.9562 -0.1256 -0.6443
3 N 1.0574 -1.4173 -0.5283
4 N -1.3668 -1.0660 0.1199
5 C -1.2923 0.2050 -0.0857
6 C -0.0650 0.7703 -0.5328
7 H 2.7263 0.1973 0.0071
8 H -2.2781 -1.3440 0.4976
9 H -2.1311 0.8881 0.1048
10 H 0.0906 1.8169 -0.7323

The energy is -8198.5501 eV.

=====

# 12
Density functional theory data (ωB97M-V with the def2-TZVPD basis set) for a single C3H4N2O molecule.

CARTESIAN COORDINATES (ANGSTROEM)
1 C -0.8490 0.1906 3.2710
2 C -0.4378 0.8435 2.0713
3 C 0.0290 0.2011 -0.3701
4 N -1.1832 -0.4264 4.1772
5 N -0.2943 -0.2470 0.9486
6 O -0.1015 2.0093 2.0203
7 H -0.8785 0.6264 -1.0105
8 H 0.8078 0.8907 -0.2443
9 H 0.2558 -0.7428 -0.8255
10 H -0.9207 -1.1219 0.9552

The energy is -8201.8808 eV. As for the structure (SMILES): CNC(=O)C#N.

=====

Q: Which formula does entry 3 have?
A: C3H4N2O